Record 1
The following is a quantum chemistry calculation of an isolated molecule of C5H7NO, from the OMol25 dataset.

E_HOMO = -9.54 eV
HOMO-LUMO gap = 10.26 eV
SMILES string = [H]/N=C\[C@]1(C)CC1=O
net charge = 0

Structure (XYZ):
```
14
Properties=species:S:1:pos:R:3:forces:R:3
H 0.02458 -1.39780 1.73740 -0.031 0.132 0.235
N 0.42529 -0.56543 2.18769 -0.089 0.279 -0.243
C 0.42295 0.40370 1.36885 0.066 -0.108 0.223
C -0.06060 0.26283 -0.04632 -0.111 0.015 0.143
C -1.42642 -0.41564 -0.19724 -0.012 -0.077 -0.064
C 1.26893 -0.03357 -0.89440 0.136 -0.063 -0.233
C 0.34908 1.03406 -1.23961 -0.145 0.188 -0.210
O -0.08708 1.70884 -2.13114 0.231 -0.156 0.550
H 0.88261 1.34422 1.68500 -0.125 -0.037 -0.056
H -2.07584 0.19695 -0.83122 0.153 -0.121 0.035
H -1.91150 -0.48571 0.78209 0.143 -0.030 -0.169
H -1.38594 -1.41954 -0.62687 0.109 0.071 0.017
H 1.44717 -0.92178 -1.49267 -0.181 0.089 -0.112
H 2.12679 0.28886 -0.30156 -0.143 -0.183 -0.116
```
Positions in Å, forces in eV/Å.

Table of Mulliken atomic charges, one value per atom, all in e: 0.28, -0.63, -0.30, 0.87, -1.45, -0.84, 0.49, -0.53, 0.44, 0.38, 0.39, 0.35, 0.28, 0.27

***

Record 2
The following is a quantum chemistry calculation of a structure of composition C2H4NO4 at a distorted geometry, from the OMol25 dataset.

E_HOMO = -4.50 eV
HOMO-LUMO gap = 8.46 eV
net charge = -1

Structure (XYZ):
```
11
Properties=species:S:1:pos:R:3:forces:R:3
C -1.83471 -0.99260 0.41471 0.984 1.056 1.207
C 0.87438 0.16822 0.12877 -0.670 -2.744 0.969
N -0.79657 -0.65621 -0.33416 2.075 2.114 1.363
O -2.85100 -1.55503 0.08396 -1.066 -0.876 -0.089
O -1.62647 -0.53282 1.69262 0.958 0.815 -0.414
O 0.84467 0.42788 1.39664 0.248 -0.059 -2.282
O 0.96863 1.18188 -0.78187 0.616 -2.092 -1.616
H 1.47713 -0.72817 -0.33456 -0.833 1.411 1.105
H -0.63074 -1.11483 -1.15265 -0.167 -1.446 -2.711
H -0.69810 -0.04213 1.61645 -1.519 -1.005 0.775
H 0.84917 1.93692 -0.28425 -0.627 2.826 1.692
```
Positions in Å, forces in eV/Å.

Table of Mulliken atomic charges, one value per atom, all in e: 0.54, 0.37, -0.46, -0.69, -0.58, -0.81, -0.41, 0.19, 0.17, 0.40, 0.28

***

Record 3
The following is a quantum chemistry calculation of an isolated molecule of C5H11FN2 at a distorted geometry, from the OMol25 dataset.

E_HOMO = -8.51 eV
HOMO-LUMO gap = 9.47 eV
SMILES string = CN[C@@H]1[C@H](N)[C@]1(C)F
net charge = 0

Structure (XYZ):
```
19
Properties=species:S:1:pos:R:3:forces:R:3
C 2.03086 0.43805 1.14547 1.812 -0.652 0.421
N 0.68141 0.81486 1.29529 -1.484 1.460 -1.458
C 0.00130 0.74008 0.00868 0.180 0.290 0.380
C -1.47157 0.34444 -0.19488 -0.506 1.252 -0.538
N -2.41375 0.04053 0.86781 -0.014 1.194 -1.215
C -0.36139 -0.59190 -0.57614 0.463 0.302 -1.040
C 0.04658 -0.90993 -2.04040 -0.235 -1.401 1.004
F -0.22583 -1.61867 0.36220 0.107 0.025 -0.819
H 2.13425 -0.55725 0.68693 0.147 -0.039 0.059
H 2.56023 0.39433 2.15129 -0.500 0.394 -1.333
H 2.47937 1.14976 0.43408 0.371 -0.151 0.556
H 0.22231 0.26589 1.96059 -0.840 -0.936 1.101
H 0.38964 1.46354 -0.72569 -0.166 -0.273 0.457
H -1.97278 0.91335 -1.02588 0.642 -0.775 0.787
H -2.05935 -0.65246 1.44546 0.762 -1.989 1.063
H -2.51549 0.82224 1.49610 -0.131 0.536 -0.157
H -0.08325 -0.10401 -2.74889 -0.444 0.513 0.276
H -0.55144 -1.76586 -2.38921 0.171 0.241 -0.052
H 1.10892 -1.18699 -2.15280 -0.335 0.010 0.510
```
Positions in Å, forces in eV/Å.

Table of Mulliken atomic charges, one value per atom, all in e: -0.82, -0.34, -0.67, -0.33, -0.66, 1.13, -1.34, -0.36, 0.27, 0.31, 0.28, 0.33, 0.37, 0.29, 0.29, 0.27, 0.33, 0.36, 0.32

***

Record 4
The following is a quantum chemistry calculation of a structure of composition C20H37AsClIN3OPtSSi3, from the OMol25 dataset.

<S²> = 6.04
E_HOMO (alpha / beta) = -16.24 / -16.88 eV
HOMO-LUMO gap (alpha / beta) = 7.42 / 5.42 eV
multiplicity = 5
net charge = +3

Structure (XYZ):
```
69
Properties=species:S:1:pos:R:3:forces:R:3
Pt -0.55425 0.20867 -0.12094 -0.249 0.030 0.047
Cl -6.33786 1.29223 -3.80366 0.011 -0.007 -0.002
C -4.99750 0.58434 -3.05978 0.010 0.031 0.022
C -4.76824 -0.77332 -3.21982 0.002 -0.051 -0.013
C -3.67863 -1.40487 -2.63533 -0.152 0.142 -0.061
I -3.36210 -3.40412 -2.90746 0.031 -0.100 -0.001
C -2.76646 -0.64639 -1.83882 0.133 0.035 0.104
O -1.74040 -1.16481 -1.30636 -0.022 -0.060 -0.101
C -3.02718 0.77639 -1.65446 0.046 0.023 0.000
N -2.13967 1.45313 -0.88570 -0.083 0.036 -0.143
C -2.29130 2.76099 -0.72715 -0.022 0.007 0.006
C -3.34347 3.46452 -1.31499 0.004 0.014 0.008
C -4.26195 2.78944 -2.08320 0.018 -0.019 0.021
C -4.11179 1.40439 -2.26677 0.019 -0.038 -0.002
H -5.46180 -1.34341 -3.82383 0.008 -0.013 -0.001
H -1.55208 3.26802 -0.12130 0.005 0.006 -0.006
H -3.41964 4.53209 -1.16433 0.004 0.002 0.002
H -5.08560 3.31373 -2.54877 -0.003 -0.001 -0.006
C 4.86861 -0.41499 -1.68837 -0.027 0.006 0.001
Si 3.16127 0.26507 -1.89944 0.007 0.093 -0.017
C 2.29171 -0.34078 -3.42201 -0.021 -0.013 0.032
C 3.02175 2.10743 -1.64976 0.024 -0.032 -0.075
As 1.76909 -0.42200 0.02382 0.348 -0.042 -0.137
Si 2.64283 0.55338 2.07635 0.163 0.033 0.160
C 4.48475 0.68759 1.89902 -0.049 -0.012 -0.032
C 2.14805 -0.61466 3.43310 -0.037 0.005 -0.048
C 1.79060 2.21394 2.16397 -0.020 -0.041 0.003
Si 1.47626 -3.01620 -0.11253 -0.180 0.066 0.128
C 0.23735 -3.31242 1.22493 0.053 -0.155 -0.068
C 3.23461 -3.41064 0.30942 0.006 0.015 0.024
C 0.91950 -3.41225 -1.82016 0.048 -0.013 0.005
H 5.47381 -0.03804 -2.51941 -0.011 0.016 -0.008
H 4.89807 -1.50263 -1.74800 -0.008 -0.014 0.005
H 5.35161 -0.09551 -0.76614 -0.015 -0.005 0.011
H 2.66957 0.22261 -4.28013 0.022 0.017 0.009
H 1.21066 -0.19427 -3.38797 -0.001 -0.004 0.010
H 2.49920 -1.39308 -3.61662 -0.009 0.024 -0.008
H 3.46571 2.59403 -2.52441 0.016 0.007 0.012
H 3.56963 2.45308 -0.77271 -0.004 -0.010 0.013
H 1.98811 2.45233 -1.58335 -0.006 -0.020 0.002
H 4.95609 -0.27623 1.70026 -0.007 -0.007 -0.010
H 4.89142 1.04747 2.84877 -0.022 0.018 0.014
H 4.78952 1.39695 1.12899 -0.001 -0.011 -0.010
H 2.58626 -1.60584 3.30358 -0.002 -0.003 -0.016
H 1.06715 -0.71466 3.53868 -0.003 -0.003 -0.007
H 2.54108 -0.21994 4.37486 -0.012 0.021 0.001
H 2.19781 2.92832 1.44803 0.014 -0.013 -0.029
H 1.92530 2.63408 3.16443 0.010 -0.003 -0.006
H 0.71824 2.11774 1.97552 -0.006 -0.012 0.014
H 0.51913 -2.86243 2.17697 0.006 0.020 0.001
H 0.17782 -4.39562 1.38284 0.008 0.000 0.019
H -0.75700 -2.97289 0.93406 0.012 -0.010 -0.026
H 3.62815 -2.83977 1.15179 -0.005 0.010 -0.013
H 3.89832 -3.30209 -0.54699 0.018 0.027 0.004
H 3.25464 -4.46494 0.61292 -0.030 -0.017 -0.020
H -0.05505 -2.98067 -2.04933 0.013 0.019 0.012
H 0.82078 -4.50310 -1.87341 -0.008 -0.004 0.006
H 1.64494 -3.11969 -2.57769 -0.024 -0.010 0.010
C -4.87160 1.11430 3.58481 0.004 -0.013 -0.032
N -3.88612 0.29180 2.87917 0.041 -0.006 0.038
C -2.68215 0.69409 2.54074 0.064 -0.027 -0.065
N -2.32497 1.96700 2.69520 -0.003 0.023 0.014
S -1.55269 -0.50501 1.95088 -0.068 0.019 0.166
H -5.78189 0.53457 3.69686 0.005 -0.003 0.027
H -5.10714 2.00690 3.00488 -0.011 0.005 0.006
H -4.50318 1.38916 4.57378 -0.008 0.012 -0.002
H -4.08675 -0.68682 2.73106 -0.029 0.018 -0.019
H -2.93365 2.63450 3.14719 -0.005 -0.016 0.012
H -1.34728 2.19980 2.64421 -0.011 0.009 0.009
```
Positions in Å, forces in eV/Å.

Table of Mulliken atomic charges, one value per atom, all in e: 1.13, -0.12, 0.61, -0.51, -0.27, 0.27, 0.47, -0.44, 0.26, -0.07, -0.12, -1.03, -0.64, 0.04, 0.47, 0.61, 0.47, 0.49, -0.93, 0.15, -0.94, -0.89, -0.13, 0.23, -1.04, -0.91, -0.53, 0.21, -0.76, -0.93, -0.67, 0.41, 0.32, 0.30, 0.42, 0.25, 0.31, 0.45, 0.26, 0.26, 0.33, 0.44, 0.31, 0.31, 0.26, 0.45, 0.33, 0.46, -0.35, 0.29, 0.51, 0.11, 0.28, 0.29, 0.44, -0.01, 0.44, 0.25, -1.06, -0.15, 0.42, -0.15, -0.43, 0.36, 0.35, 0.39, 0.27, 0.26, 0.12

***

Record 5
The following is a quantum chemistry calculation of a cluster of 2 separate species, CH6NS in total at a distorted geometry, from the OMol25 dataset.

E_HOMO = -2.22 eV
HOMO-LUMO gap = 6.71 eV
net charge = -1

Structure (XYZ):
```
9
Properties=species:S:1:pos:R:3:forces:R:3
N -0.04173 2.67164 0.30630 1.116 -0.233 -1.077
H -0.93014 3.01324 0.57869 -0.842 0.078 0.458
H -0.12731 1.72752 -0.08584 -0.269 0.141 0.178
H 0.54971 2.53249 1.10509 0.004 0.088 0.472
C 0.09344 -2.15879 -0.44605 0.496 1.794 -0.131
S -0.08156 -0.66429 0.67012 -0.460 -0.643 0.053
H 1.13468 -2.42825 -0.30486 -0.016 -0.759 -0.158
H 0.01325 -1.70751 -1.43637 -0.009 -0.441 -0.253
H -0.61034 -2.98604 -0.38708 -0.020 -0.024 0.458
```
Positions in Å, forces in eV/Å.

Table of Mulliken atomic charges, one value per atom, all in e: -0.72, 0.20, 0.20, 0.24, -0.72, -0.73, 0.17, 0.15, 0.22

***

Record 6
The following is a quantum chemistry calculation of an isolated molecule of C7H15N3S at a distorted geometry, from the OMol25 dataset.

E_HOMO = -7.63 eV
HOMO-LUMO gap = 8.13 eV
SMILES string = CNC(=S)N1CCN(C)CC1
net charge = 0

Structure (XYZ):
```
26
Properties=species:S:1:pos:R:3:forces:R:3
C 2.35913 2.07923 -0.41217 -0.349 0.661 0.250
N 2.83816 0.73960 -0.02998 5.379 1.642 3.316
C 2.26945 -0.47485 0.09547 0.338 -3.155 -0.582
S 3.19752 -1.98139 0.22529 -0.876 2.213 -0.071
N 0.92922 -0.57550 0.05623 -0.180 0.095 -1.610
C 0.04552 -1.76901 -0.29833 3.717 -1.256 0.493
C -1.20189 -1.29290 -0.91010 -2.681 0.421 0.406
N -2.09904 -0.96037 0.34311 2.340 2.545 -2.618
C -3.05457 0.06849 -0.15194 -1.757 -2.234 -1.001
C -1.17247 -0.15145 1.21472 1.182 0.176 -1.333
C 0.13905 0.52213 0.48426 -1.978 1.656 2.368
H 1.65020 1.77658 -1.20413 0.023 1.280 0.191
H 3.16907 2.86758 -0.80271 -1.466 -2.399 0.750
H 1.83776 2.58217 0.49479 0.845 -0.375 -1.814
H 3.80638 0.80760 0.58897 -3.256 -0.689 -2.451
H 0.00888 -2.26966 0.68662 -1.063 -0.023 -0.524
H 0.51471 -2.59645 -0.91525 0.275 1.670 0.381
H -1.07765 -0.31270 -1.62871 -0.249 -2.676 1.566
H -1.69760 -2.17961 -1.42069 0.514 1.447 0.205
H -2.61836 0.98056 -0.64155 -0.227 -0.985 0.035
H -3.74460 -0.60063 -0.79762 0.916 1.789 0.266
H -3.71122 0.41218 0.64243 0.091 0.020 0.315
H -0.93070 -0.68267 2.06042 1.301 -1.765 1.684
H -1.89051 0.46577 1.60706 -0.864 2.764 1.061
H -0.35801 1.13519 -0.23690 -0.081 0.123 -1.515
H 0.79158 1.41012 0.95070 -1.896 -2.945 0.229
```
Positions in Å, forces in eV/Å.

Table of Mulliken atomic charges, one value per atom, all in e: -0.70, -0.23, 0.11, -0.39, 0.21, -1.07, -0.29, -0.19, -0.95, -1.43, -0.23, 0.32, 0.25, 0.29, 0.29, 0.41, 0.45, 0.21, 0.41, 0.28, 0.31, 0.41, 0.46, 0.57, 0.33, 0.18

***

ΔE to the lowest compared entry with this formula, charge and spin / kcal/mol: 64.2; 52.2; 34.8; 4.7; 6.5; 82.5
E_tot / eV: -8833.42012; -11820.18607; -11059.46374; -147011.94922; -13460.22696; -22803.62974